{
  "formula": "C4H6O4",
  "method": "ωB97M-V/def2-TZVPD",
  "smiles": "O=C(O)C(=O)O.C=C",
  "e_homo_ev": -9.87,
  "spin_multiplicity": 1,
  "symbols": ["H", "C", "C", "C", "H", "O", "O", "O", "H", "C", "H", "H", "H", "O"],
  "xyz": [[-0.461, -2.032, 0.340], [0.462, -1.481, 0.219], [0.038, 1.409, 0.631], [-1.135, 0.502, -0.095], [0.561, -1.253, -1.879], [0.104, 1.577, 1.813], [-2.103, 0.276, 0.798], [-1.349, 0.627, -1.274], [-2.958, 0.165, 0.352], [1.099, -1.404, -0.957], [1.634, 2.345, 0.181], [1.025, -1.340, 1.137], [2.164, -1.243, -1.009], [0.920, 1.851, -0.257]]
}